ORCA calculation (ωB97M-V with the def2-TZVPD basis set) on a molecular structure, C13H37MgN6NaO13.

Geometry as XYZ:
```
71
Properties=species:S:1:pos:R:3:forces:R:3:lowdin_charge:R:1
Na -2.9243 -0.3817 1.5792 0.256 -0.089 -0.575 0.54
Mg -2.4844 0.8281 -3.0006 0.065 -0.611 2.661 0.91
N -0.2653 1.1181 -0.8508 0.160 -0.225 0.129 -0.51
O -0.8542 0.7720 0.1738 -0.151 -0.291 0.062 0.00
O -0.9320 1.5585 -1.8238 -0.406 0.430 -1.037 -0.08
O 0.9562 1.0614 -0.9530 -0.167 0.071 0.043 0.03
N -4.8228 0.9795 -0.8044 -0.353 -0.659 0.361 -0.54
O -3.8648 1.2884 -1.5769 0.782 0.445 -0.999 -0.12
O -5.9504 0.8787 -1.2368 -0.018 0.130 -0.149 0.07
O -4.5570 0.7801 0.3929 0.135 0.123 0.060 -0.04
N -2.3306 -1.9986 -1.5796 -0.382 0.345 0.605 -0.55
O -3.1994 -1.9173 -0.7125 -0.142 -0.123 0.103 0.02
O -2.1795 -1.0024 -2.3590 0.355 -0.031 -1.008 -0.13
O -1.5901 -2.9611 -1.6972 0.080 -0.060 -0.078 0.04
C -0.8311 -4.6698 1.5189 -0.128 -0.799 -0.027 -0.06
C -0.8190 -3.4009 2.3406 0.393 0.387 -0.706 -0.39
C 0.5398 -3.1897 2.9993 -0.156 -0.487 0.432 -0.22
O 0.8627 -4.3314 3.7682 -0.382 0.212 0.401 -0.19
C 2.1269 -4.2434 4.3741 0.474 -0.090 -0.248 -0.11
N -1.0805 -2.2282 1.4426 0.099 -0.091 0.491 0.06
H -0.0145 -4.6782 0.7924 -0.002 0.135 -0.008 0.09
H -1.7633 -4.8226 0.9708 -0.027 0.333 -0.014 0.09
H -0.7120 -5.5626 2.1366 0.101 0.176 0.137 0.08
H -1.5873 -3.4432 3.1134 0.007 -0.008 0.063 0.14
H 0.4655 -2.3083 3.6514 0.250 0.066 -0.050 0.12
H 1.3346 -3.0454 2.2551 -0.159 0.207 -0.182 0.14
H 2.2266 -5.0461 5.1016 -0.101 -0.109 -0.096 0.09
H 2.3180 -3.3015 4.9012 -0.287 0.115 -0.084 0.09
H 2.9009 -4.3584 3.6023 0.092 0.021 0.161 0.09
H -0.2777 -1.6029 1.4808 -0.053 0.064 -0.005 0.06
H -1.0688 -2.5920 0.4936 -0.219 0.144 -0.075 0.04
C 1.1595 1.1499 -4.6257 0.340 0.530 -0.200 -0.04
C -0.2491 1.5817 -4.9932 0.144 -0.447 0.541 -0.37
C -0.3366 1.8759 -6.4841 0.039 0.428 0.514 -0.21
O -1.6924 2.0660 -6.8110 -0.084 -0.228 -0.107 -0.21
C -1.9171 2.6121 -8.1036 -0.306 0.211 0.555 -0.08
N -1.2643 0.4963 -4.6139 0.819 0.447 -2.315 0.03
H 1.3006 1.0171 -3.5544 -0.165 -0.167 0.006 0.07
H 1.8387 1.9551 -4.9272 0.001 -0.053 0.079 0.09
H 1.4894 0.2707 -5.1842 -0.177 -0.160 0.129 0.09
H -0.4707 2.4731 -4.4057 -0.227 0.051 -0.133 0.14
H 0.1269 1.0473 -7.0359 -0.166 0.009 -0.217 0.14
H 0.2305 2.7933 -6.6797 0.095 -0.078 -0.090 0.14
H -1.4402 2.0135 -8.8790 0.019 0.034 -0.104 0.09
H -1.5839 3.6539 -8.1264 0.262 -0.085 -0.172 0.09
H -2.9983 2.6329 -8.2265 0.041 -0.172 -0.202 0.09
H -0.7124 -0.3630 -4.6277 -0.217 -0.108 0.908 0.11
H -1.7390 0.3812 -5.5192 -0.592 0.101 0.424 0.10
C 1.5795 1.4867 2.7024 -0.488 -0.165 -0.335 -0.04
C 0.4168 1.0072 3.5956 0.483 0.503 -0.368 -0.42
C 0.5052 1.5805 4.9928 -0.704 -0.329 0.149 -0.23
O 1.7027 1.1701 5.5922 0.150 -0.139 0.067 -0.18
C 1.7966 1.5377 6.9514 0.015 0.103 -0.207 -0.10
N -0.8970 1.3316 3.0367 -0.465 -0.173 -0.120 0.05
H 2.5298 1.5594 3.2265 0.022 -0.278 0.035 0.07
H 1.3773 2.4575 2.2401 -0.155 0.086 0.244 0.08
H 1.6261 0.7838 1.8670 0.408 0.077 -0.026 0.06
H 0.4827 -0.0816 3.6427 -0.008 -0.006 0.275 0.11
H -0.3498 1.2094 5.5798 0.035 0.011 -0.031 0.13
H 0.3852 2.6746 4.9490 0.313 0.079 0.026 0.13
H 0.8581 1.3485 7.4821 -0.038 0.055 -0.010 0.09
H 2.0592 2.5977 7.0219 -0.058 0.028 0.225 0.09
H 2.5738 0.9340 7.4140 0.098 0.037 -0.066 0.09
H -1.0705 2.3312 3.0873 0.067 0.006 0.128 0.08
H -0.8844 1.1332 2.0409 0.276 0.108 0.035 0.01
C 4.2660 1.7441 -0.4245 -0.890 0.153 0.591 -0.17
O 3.7391 0.5942 -1.0490 0.149 -0.178 -0.183 -0.13
H 5.3415 1.6288 -0.3438 0.090 0.136 -0.155 0.07
H 3.9728 2.6702 -0.9335 0.373 -0.064 -0.296 0.08
H 3.8465 1.8632 0.5859 0.252 -0.152 0.036 0.06
H 2.7788 0.6022 -0.9545 0.133 0.057 0.009 0.02
```
Positions in Å, forces in eV/Å.

Calculated values
* net charge: 0
* frontier orbital gap: 9.17 eV
* F_max: 0.053 Eh/bohr
* highest occupied orbital energy: -0.350 hartree
* electronic energy: -2186.35757 a.u.